A molecular structure, C25H31NP2ReS4, computed with ωB97M-V/def2-TZVPD.

```
64
Properties=species:S:1:pos:R:3:forces:R:3
Re -0.30396 0.03315 0.01825 -0.0139 -0.0638 0.2574
S -2.63869 0.05228 -0.19550 0.0656 0.0375 0.1094
C -3.25748 -0.08748 1.46071 -0.0449 0.0261 -0.0756
C -4.63412 -0.02222 1.67292 -0.0152 -0.0080 -0.0217
C -5.15103 -0.10636 2.95468 -0.0048 0.0215 0.0169
C -4.31202 -0.25000 4.05500 0.0078 0.0041 -0.0216
C -2.94276 -0.31079 3.86402 -0.0158 0.0050 -0.0065
C -2.43262 -0.24006 2.57155 -0.0267 -0.0722 -0.0484
S -0.67835 -0.36171 2.32902 0.0847 0.0967 -0.2037
C -0.37097 -2.16083 2.41713 -0.0017 -0.0766 0.0149
C -0.20198 -2.85378 1.08777 -0.0424 0.0536 -0.0074
C 0.02976 -4.21952 1.05766 -0.0212 -0.0144 0.0327
C 0.16061 -4.85343 -0.16267 -0.0007 -0.0207 -0.0239
C 0.03192 -4.11401 -1.32993 0.0066 -0.0352 -0.0215
C -0.20808 -2.75931 -1.23948 -0.0671 0.0972 0.0542
C -0.50755 -1.94323 -2.46560 0.0529 -0.0658 -0.0268
S -0.02673 -0.18750 -2.37889 -0.0357 0.0356 -0.0312
C 1.74042 -0.21272 -2.62683 -0.0242 -0.0075 -0.0664
C 2.18578 -0.16683 -3.94465 -0.0021 -0.0044 0.0088
C 3.54371 -0.17379 -4.21589 0.0229 0.0014 0.0254
C 4.45239 -0.22080 -3.16537 -0.0180 -0.0076 -0.0148
C 4.00845 -0.25754 -1.85384 0.0595 -0.0124 0.0059
C 2.64458 -0.24216 -1.56507 -0.0051 -0.0083 0.0872
S 2.12632 -0.30238 0.13245 0.0103 -0.0262 -0.0819
N -0.29098 -2.14016 -0.04316 0.0596 -0.0014 -0.0204
H -5.29570 0.09406 0.82419 0.0028 0.0077 0.0040
H -6.22145 -0.04723 3.09907 0.0006 -0.0193 -0.0001
H -4.72272 -0.30879 5.05307 0.0000 0.0090 0.0011
H -2.27421 -0.41080 4.71041 0.0073 -0.0077 -0.0052
H -1.21975 -2.58710 2.95359 0.0243 -0.0220 0.0137
H 0.51414 -2.31256 3.03579 0.0302 0.0467 -0.0277
H 0.10680 -4.77321 1.98356 -0.0122 -0.0002 -0.0035
H 0.34554 -5.91820 -0.20845 0.0126 0.0046 -0.0008
H 0.10421 -4.58674 -2.29956 -0.0001 0.0010 0.0046
H -1.59046 -1.91100 -2.61494 -0.0042 0.0132 0.0025
H -0.05739 -2.37100 -3.35981 0.0013 -0.0080 0.0101
H 1.46853 -0.11966 -4.75512 -0.0146 -0.0108 0.0123
H 3.89092 -0.14188 -5.23916 -0.0041 0.0084 0.0017
H 5.51464 -0.22799 -3.36945 -0.0018 -0.0112 0.0011
H 4.72411 -0.31532 -1.04286 -0.0230 0.0274 0.0039
C -1.84111 3.32358 -0.12506 -0.0303 -0.0727 0.0117
P -0.23700 2.48089 -0.11614 -0.1170 0.0764 -0.0346
C 0.56900 3.08939 -1.63133 0.0120 -0.0032 -0.0225
C 0.64274 3.41991 1.19157 0.1317 -0.0048 0.0186
C 2.15924 3.20248 1.25722 -0.0392 0.0926 0.1190
P 2.67783 1.60972 1.96721 -0.1514 -0.0762 -0.1757
C 2.26982 1.66146 3.73159 0.0022 0.1149 0.0746
C 4.47288 1.57514 1.84281 0.0888 0.0693 0.0427
H -1.69756 4.39945 -0.22789 0.0016 0.0085 0.0010
H -2.37687 3.11060 0.80083 0.0136 0.0026 -0.0062
H -2.44416 2.95140 -0.95162 0.0086 0.0056 -0.0058
H 0.62929 4.17911 -1.61058 0.0205 -0.0115 0.0028
H -0.02160 2.79920 -2.50144 -0.0231 -0.0193 0.0219
H 1.57078 2.67267 -1.74839 -0.0232 -0.0023 0.0147
H 0.16260 3.21969 2.15367 0.0154 -0.0598 -0.0270
H 0.44341 4.47158 0.97013 0.0474 0.0139 0.0237
H 2.61903 3.98078 1.87562 -0.0280 0.0154 0.0052
H 2.61817 3.29336 0.27061 -0.0098 -0.0541 -0.0196
H 2.75806 2.52598 4.18975 -0.0115 -0.0158 0.0418
H 2.62404 0.75394 4.21851 0.0147 -0.0146 -0.0044
H 1.19212 1.73412 3.87325 0.0235 -0.0051 -0.0032
H 4.91390 2.31714 2.51265 0.0019 -0.0214 -0.0279
H 4.76965 1.80086 0.81906 0.0035 -0.0319 -0.0244
H 4.84546 0.58649 2.10874 -0.0014 0.0002 0.0144
```
Forces are in eV/Å.

The value obtained for the HOMO-LUMO gap (alpha / beta) is 7.62 / 6.10 eV. Its net charge is +2. The multiplicity is 4.

Now the natural (NBO) charges, all in e: 0.177 0.007 -0.205 -0.197 -0.157 -0.201 -0.209 -0.171 0.465 -0.573 0.248 -0.224 -0.098 -0.219 0.229 -0.566 0.466 -0.157 -0.204 -0.189 -0.160 -0.204 -0.230 -0.011 -0.494 0.240 0.242 0.242 0.230 0.277 0.264 0.247 0.252 0.249 0.279 0.267 0.238 0.246 0.243 0.230 -0.940 1.090 -0.962 -0.718 -0.753 1.222 -0.976 -0.979 0.250 0.260 0.269 0.257 0.263 0.247 0.246 0.258 0.264 0.253 0.261 0.267 0.257 0.264 0.261 0.270